# 1
15
Properties=species:S:1:pos:R:3 method="wB97M-V/def2-TZVPD" relative_energy_kcal_mol=97.68 smiles="C/C=C(/Cl)C(=O)NN" energy_ev=-21807.4029 gap_ev=9.726 e_homo_ev=-9.30 multiplicity=1
C -2.109 -0.477 0.292
C -0.777 -1.421 -0.199
C 0.455 -0.965 -0.661
Cl 2.013 -1.651 -0.635
C 0.609 0.453 -1.136
O -0.061 0.941 -2.107
N 1.434 1.297 -0.321
N 1.747 0.817 1.048
H -1.933 0.586 -0.020
H -2.383 -0.309 1.432
H -3.174 -0.923 -0.177
H -1.027 -2.564 0.039
H 1.047 2.367 -0.510
H 1.396 1.402 1.685
H 2.761 0.446 1.269

=====

# 2
26
Properties=species:S:1:pos:R:3 method="wB97M-V/def2-TZVPD" charge=-1 relative_energy_kcal_mol=39.45 energy_ev=-108155.5688 s_squared=1.200 gap_ev="8.144 / 8.461" e_homo_ev="-5.31 / -5.64" multiplicity=2
Ru 0.233 0.396 -0.167
O -4.117 -0.166 0.654
Cl -2.716 0.012 0.467
O -2.249 -0.688 -0.716
O -1.983 -0.513 1.623
O -2.372 1.411 0.332
C 3.169 -2.256 1.426
C 2.290 -1.363 0.621
N 1.059 -1.151 0.852
O 0.479 -1.819 1.893
C 2.845 -0.588 -0.566
C 3.668 -1.459 -1.487
N 1.627 -0.037 -1.299
O 1.746 0.197 -2.512
H 2.692 -2.509 2.369
H 4.119 -1.757 1.621
H 3.377 -3.178 0.878
H -0.446 -1.500 1.870
H 4.573 -1.777 -0.970
H 3.937 -0.876 -2.364
H 3.096 -2.334 -1.797
O 2.299 2.766 -0.824
Se 2.892 2.015 0.464
O 4.146 2.665 1.216
O 3.658 0.483 -0.148
O 1.698 1.444 1.429

=====

# 3
16
Properties=species:S:1:pos:R:3 method="wB97M-V/def2-TZVPD" relative_energy_kcal_mol=0.00 smiles="CC(=O)N(CCCl)N=O" energy_ev=-23856.8999 gap_ev=9.450 e_homo_ev=-9.44 multiplicity=1
C -0.812 1.793 0.169
C -1.425 0.449 -0.133
O -2.539 0.339 -0.615
N -0.645 -0.678 0.214
C 0.769 -0.582 0.590
C 1.668 -0.591 -0.635
Cl 3.371 -0.432 -0.156
N -1.047 -2.010 0.144
O -2.180 -2.211 -0.162
H 0.156 1.946 -0.336
H -1.541 2.567 -0.201
H -0.649 1.927 1.243
H 0.957 0.297 1.196
H 0.976 -1.485 1.209
H 1.545 -1.555 -1.196
H 1.395 0.225 -1.330

=====

# 4
14
Properties=species:S:1:pos:R:3 method="wB97M-V/def2-TZVPD" charge=+1 relative_energy_kcal_mol=66.79 energy_ev=-20310.6803 gap_ev=10.480 e_homo_ev=-14.44 multiplicity=1
C -2.684 -1.076 -1.514
C -0.790 -0.914 0.731
C -0.717 -1.021 -0.726
C 0.847 0.865 -0.215
N -0.436 0.232 -0.081
O -3.366 -0.271 -1.014
Cl -3.047 -2.329 -2.457
H -1.661 -0.963 1.326
H -0.105 -1.300 1.540
H -0.030 -1.481 -1.340
H 1.706 0.059 -0.308
H 1.073 1.432 -1.159
H 1.172 1.612 0.541
H -1.270 0.826 -0.360

=====

# 5
14
Properties=species:S:1:pos:R:3 method="wB97M-V/def2-TZVPD" charge=+1 relative_energy_kcal_mol=64.16 energy_ev=-20310.7940 gap_ev=11.221 e_homo_ev=-15.29 multiplicity=1
C 3.304 -0.885 -0.462
C -0.029 0.341 1.471
C 0.466 1.219 0.662
C -1.502 -0.002 -0.432
N -0.143 0.003 0.020
O 2.171 -1.297 -0.513
Cl 3.915 0.642 0.011
H 4.087 -1.497 -0.721
H -0.253 -0.120 2.347
H 0.610 2.224 0.327
H -1.939 0.874 -0.024
H -1.757 0.160 -1.530
H -1.834 -1.036 -0.187
H 0.507 -0.603 -0.304

=====

# 6
13
Properties=species:S:1:pos:R:3 method="wB97M-V/def2-TZVPD" relative_energy_kcal_mol=19.18 smiles="C=C(CO)CCl" energy_ev=-18830.6968 gap_ev=10.808 e_homo_ev=-10.00 multiplicity=1
C -0.109 1.437 -0.969
C 0.057 0.394 -0.173
C -0.517 -0.966 -0.476
O -1.344 -1.356 0.603
C 0.850 0.468 1.090
Cl 2.462 -0.279 0.827
H 0.324 2.396 -0.742
H -0.683 1.373 -1.878
H 0.313 -1.678 -0.600
H -1.090 -0.929 -1.412
H -1.660 -2.252 0.447
H 1.029 1.495 1.402
H 0.368 -0.103 1.882

=====

# 7
15
Properties=species:S:1:pos:R:3 method="wB97M-V/def2-TZVPD" relative_energy_kcal_mol=40.63 energy_ev=-31711.6592 gap_ev="8.073 / 6.822" e_homo_ev="-9.12 / -8.47" multiplicity=1
C 1.606 -1.052 -0.363
C 0.381 1.125 0.044
C -0.860 -1.088 -0.313
C 0.358 -0.320 -0.262
O 1.711 -2.192 -0.784
O -0.438 -1.986 2.220
S 0.995 -1.684 2.364
Cl 1.144 0.172 3.269
H 2.502 -0.457 -0.101
H 0.849 1.670 -0.777
H -0.622 1.513 0.200
H 0.982 1.324 0.935
H -1.006 -1.489 0.748
H -1.753 -0.528 -0.566
H -0.738 -1.992 -0.908

=====

# 8
16
Properties=species:S:1:pos:R:3 method="wB97M-V/def2-TZVPD" relative_energy_kcal_mol=42.14 smiles="CC(=O)[C@@H](Cl)S(C)(=O)=O" energy_ev=-33759.7564 gap_ev=10.540 e_homo_ev=-10.35 multiplicity=1
C -0.708 1.854 1.000
C -0.710 1.132 -0.316
O -1.744 0.715 -0.766
C 0.610 0.644 -0.818
Cl 1.894 1.700 -0.299
S 0.942 -0.976 0.137
C -0.195 -2.282 -0.548
O 0.690 -0.732 1.526
O 2.233 -1.464 -0.209
H -0.242 2.771 0.858
H -0.289 1.357 1.855
H -1.622 2.135 1.416
H 0.589 0.495 -1.834
H 0.016 -3.133 0.057
H -1.332 -2.024 -0.443
H -0.133 -2.191 -1.617

=====

# 9
13
Properties=species:S:1:pos:R:3 method="wB97M-V/def2-TZVPD" relative_energy_kcal_mol=23.86 smiles="C/C=C/[C@H](S)Cl" energy_ev=-27617.6750 gap_ev=10.168 e_homo_ev=-9.34 multiplicity=1
C -1.388 -0.773 -0.541
C 0.031 -0.865 0.000
C 0.896 0.139 -0.154
C 2.289 0.320 0.502
S 3.334 1.570 -0.270
Cl 3.208 -1.283 0.228
H -1.355 -0.257 -1.418
H -1.959 -0.197 0.118
H -1.776 -1.824 -0.749
H 0.429 -1.727 0.702
H 0.645 0.865 -0.874
H 2.409 0.345 1.643
H 2.725 1.497 -1.457

=====

# 10
13
Properties=species:S:1:pos:R:3 method="wB97M-V/def2-TZVPD" relative_energy_kcal_mol=9.47 smiles="C=C[C@@H](S)CCl" energy_ev=-27618.2991 gap_ev=10.174 e_homo_ev=-9.35 multiplicity=1
C -1.141 -1.981 -0.741
C -1.116 -0.931 0.030
C -0.297 0.291 -0.367
S -1.255 1.761 -0.511
C 0.925 0.563 0.549
Cl 1.980 -0.828 0.685
H -0.556 -1.968 -1.661
H -1.737 -2.863 -0.577
H -1.606 -0.895 0.928
H 0.048 0.156 -1.399
H -1.922 1.672 0.641
H 0.501 0.640 1.509
H 1.462 1.503 0.259

=====

# 11
23
Properties=species:S:1:pos:R:3 method="wB97M-V/def2-TZVPD" charge=-1 energy_ev=-124726.8303 gap_ev=6.846 e_homo_ev=-5.39 multiplicity=1
Cu 1.722 -0.142 -0.070
Cu 3.278 1.558 1.714
O 1.606 0.180 2.046
H 1.808 -0.284 2.854
O 3.241 1.328 -0.574
H 3.819 1.506 -1.306
P 1.080 -2.182 -2.408
F 1.072 -0.556 -2.429
F -0.028 -2.137 -1.217
F -0.133 -2.114 -3.495
F 0.944 -3.804 -2.419
F 2.175 -2.212 -3.595
F 2.307 -2.278 -1.344
N -1.171 0.890 1.378
C -1.691 2.040 0.843
C -3.078 1.887 0.780
C -3.391 0.672 1.396
C -2.206 0.088 1.751
H -0.181 0.714 1.537
H -1.103 2.916 0.630
H -3.722 2.574 0.255
H -4.372 0.243 1.519
H -1.974 -0.885 2.156

=====

# 12
16
Properties=species:S:1:pos:R:3 method="wB97M-V/def2-TZVPD" charge=+1 energy_ev=-36528.7851 s_squared=12.025 gap_ev="9.497 / 8.509" e_homo_ev="-13.02 / -13.55" multiplicity=7
O -0.320 -1.614 -0.132
C -0.559 -0.956 1.066
C -0.025 0.470 1.014
O 1.304 0.401 0.489
C 1.983 1.643 0.461
Dy 1.535 -1.443 -1.146
H -0.086 -1.474 1.926
H -1.640 -0.893 1.301
H 0.000 0.935 2.013
H -0.633 1.096 0.339
H 2.098 2.033 1.483
H 2.971 1.473 0.019
H 1.428 2.372 -0.149
O -1.690 -1.315 -3.490
C -2.655 -1.350 -2.836
O -3.712 -1.377 -2.358